Density functional theory data (ωB97M-V/def2-TZVPD) for a structure of composition C29H31N2O7S4Si2W.

The geometry in XYZ format:
```
76
Properties=species:S:1:pos:R:3:mulliken_charge:R:1
W -0.60 0.67 -0.39 0.92
C -3.84 0.56 1.86 -1.66
C -2.69 1.47 1.55 1.10
C -2.86 2.63 0.78 -0.32
C -1.81 3.51 0.57 0.82
C -2.01 4.75 -0.24 -1.41
C -0.56 3.23 1.15 -0.75
C -0.39 2.15 2.02 1.33
C 0.79 2.05 2.94 -1.75
C -1.45 1.24 2.16 -0.96
H -4.09 0.64 2.92 0.41
H -3.57 -0.48 1.67 0.30
H -4.72 0.81 1.28 0.36
H -3.83 2.85 0.36 0.49
H -2.98 5.18 -0.03 0.47
H -1.98 4.51 -1.31 0.19
H -1.24 5.49 -0.05 0.37
H 0.25 3.94 1.04 0.39
H 0.44 1.99 3.97 0.43
H 1.44 2.92 2.85 0.41
H 1.38 1.16 2.74 0.16
H -1.37 0.45 2.90 0.46
O -5.33 2.33 -5.36 -0.48
C -4.53 2.04 -4.53 0.61
S -4.76 0.70 -3.37 -0.12
C -3.26 0.95 -2.53 0.34
C -2.45 1.95 -2.95 -0.08
S -0.89 2.18 -2.25 -0.45
S -2.98 2.90 -4.31 -0.08
S -2.77 -0.06 -1.24 -0.38
C -0.82 -1.28 -3.60 -1.24
Si 0.15 -1.23 -1.97 1.17
C 0.06 -2.98 -1.25 -1.14
C 1.93 -0.84 -2.44 0.36
C 2.60 -1.77 -3.25 -0.70
C 3.87 -1.53 -3.72 -0.78
C 4.50 -0.32 -3.42 -0.85
C 3.85 0.61 -2.63 -0.59
C 2.57 0.36 -2.12 0.76
Si 1.77 1.64 -0.97 1.08
C 2.94 1.80 0.52 -0.92
C 1.94 3.32 -1.84 -1.48
H -0.23 -1.83 -4.33 0.52
H -0.99 -0.28 -4.02 0.30
H -1.78 -1.78 -3.50 0.38
H 0.25 -3.69 -2.05 0.56
H -0.92 -3.20 -0.83 0.30
H 0.82 -3.14 -0.47 0.30
H 2.10 -2.70 -3.51 0.33
H 4.38 -2.26 -4.33 0.42
H 5.49 -0.12 -3.80 0.42
H 4.34 1.55 -2.40 0.32
H 3.96 1.82 0.12 0.57
H 2.89 0.96 1.21 -0.04
H 2.80 2.73 1.07 0.30
H 2.99 3.61 -1.84 0.41
H 1.37 4.13 -1.37 0.32
H 1.62 3.25 -2.88 0.42
O 0.83 -0.39 1.03 -1.43
C -0.04 -1.27 1.29 0.61
O -1.16 -1.14 0.70 -0.72
C 0.22 -2.38 2.22 0.20
C -0.74 -3.37 2.39 -0.26
C -0.48 -4.41 3.26 -0.69
C 0.70 -4.49 3.97 -0.35
C 1.64 -3.49 3.79 -0.71
C 1.42 -2.43 2.92 -0.19
N 2.90 -3.53 4.55 1.06
O 3.64 -2.57 4.45 -0.60
O 3.12 -4.53 5.20 -0.59
N -1.50 -5.47 3.43 1.08
O -1.25 -6.34 4.23 -0.60
O -2.50 -5.38 2.75 -0.60
H -1.67 -3.34 1.84 0.71
H 0.89 -5.31 4.65 0.63
H 2.18 -1.67 2.79 0.83
```

The lowest unoccupied orbital energy comes out at -4.989 eV. Its net charge is +1. For the energy above the lowest of the compared OMol25 structures with the same formula, charge and spin, the calculation gives 70.0 kJ/mol. Its HOMO-LUMO gap is 6.14 eV. The calculation puts the highest occupied orbital energy at -11.129 eV.

=====

Density functional theory data (ωB97M-V/def2-TZVPD) for a structure of composition C2HI5S.

The geometry in XYZ format:
```
9
Properties=species:S:1:pos:R:3:mulliken_charge:R:1
C 1.55 -0.61 -1.20 -0.72
C 2.65 -1.48 -0.70 -0.84
S 0.69 0.22 0.56 -0.01
I 0.01 -1.60 -2.23 0.35
I 2.39 1.05 -2.34 0.29
I 4.22 -0.33 0.45 0.26
I 3.77 -2.28 -2.47 0.26
I 1.78 -3.06 0.54 0.30
H 1.69 0.87 1.21 0.12
```

The lowest unoccupied orbital energy comes out at -1.291 eV. Its net charge is 0. For the energy above the lowest of the compared OMol25 structures with the same formula, charge and spin, the calculation gives 106.7 kJ/mol. Its HOMO-LUMO gap is 7.59 eV. The calculation puts the highest occupied orbital energy at -8.884 eV.

=====

Density functional theory data (ωB97M-V/def2-TZVPD) for a structure of composition C19H32FN5O4ReS4Si.

The geometry in XYZ format:
```
67
Properties=species:S:1:pos:R:3:mulliken_charge:R:1
Re 0.55 -0.69 0.28 0.78
S -0.19 -2.06 1.91 -0.22
S 1.56 -1.89 5.36 -0.17
S 0.62 -0.35 4.74 0.04
S -1.02 -1.32 3.59 -0.15
C -3.36 -1.24 -0.70 -0.97
Si -2.04 -2.09 -1.70 0.21
C -2.63 -1.99 -3.48 -1.08
C -1.86 -3.85 -1.22 -1.08
N -0.35 -1.30 -1.39 0.38
C 0.27 -0.85 -2.66 0.40
C 1.51 -1.38 -3.04 -0.16
C 1.99 -0.98 -4.30 -0.69
C 1.32 -0.10 -5.11 -0.62
C 0.17 0.59 -4.66 -1.05
C -0.41 0.13 -3.47 0.45
F -1.49 0.74 -2.88 -0.32
H -4.30 -1.80 -0.85 0.39
H -3.55 -0.21 -1.03 0.24
H -3.21 -1.27 0.38 0.26
H -3.57 -2.58 -3.43 0.35
H -2.00 -2.47 -4.27 0.33
H -2.81 -0.95 -3.83 0.27
H -2.13 -4.63 -1.91 0.41
H -2.47 -4.07 -0.33 0.34
H -0.83 -4.04 -0.84 0.20
H 2.09 -2.12 -2.48 0.52
H 2.97 -1.36 -4.63 0.34
H 1.69 0.09 -6.07 0.44
H -0.21 1.43 -5.21 0.46
O 1.84 0.96 -0.75 -0.46
N 2.48 0.93 0.38 0.87
O 3.57 1.44 0.66 -0.64
O 1.87 0.27 1.38 -0.43
N -0.99 0.78 0.64 -0.44
C -1.47 1.72 1.20 0.17
N -2.19 2.76 1.67 0.34
C -3.40 2.55 2.43 -0.61
C -3.77 3.81 3.32 -0.70
C -3.67 5.09 2.49 -0.64
C -2.30 5.34 1.89 -0.66
C -1.61 4.09 1.24 -0.53
H -3.23 1.72 3.12 0.37
H -4.24 2.33 1.79 0.32
H -3.05 3.86 4.13 0.33
H -4.80 3.58 3.75 0.32
H -3.95 5.95 3.12 0.32
H -4.40 5.07 1.64 0.29
H -1.60 5.75 2.65 0.29
H -2.35 6.13 1.13 0.33
H -0.50 4.09 1.36 0.37
H -1.72 4.19 0.16 0.32
C 3.31 -2.94 2.38 -0.54
N 4.03 -2.07 1.40 0.35
C 5.38 -1.63 1.60 -1.27
C 3.49 -1.76 0.20 0.63
C 4.33 -1.41 -0.92 -1.15
O 2.25 -1.98 -0.01 -0.67
H 3.23 -2.45 3.35 0.02
H 3.85 -3.87 2.46 0.32
H 2.34 -3.04 1.91 0.17
H 5.63 -1.60 2.68 0.33
H 5.44 -0.61 1.25 0.47
H 6.13 -2.28 1.14 0.33
H 4.32 -2.32 -1.56 0.38
H 5.39 -1.36 -0.58 0.57
H 4.05 -0.49 -1.45 0.19
```

The lowest unoccupied orbital energy (alpha / beta) comes out at 0.085 / -1.232 eV. Its net charge is 0. For the energy above the lowest of the compared OMol25 structures with the same formula, charge and spin, the calculation gives 0.0 kJ/mol. Its multiplicity is 4. Its HOMO-LUMO gap (alpha / beta) is 6.31 / 5.45 eV. The calculation puts the highest occupied orbital energy (alpha / beta) at -6.222 / -6.679 eV.

=====

Density functional theory data (ωB97M-V/def2-TZVPD) for a structure of composition C2H6OS.

The geometry in XYZ format:
```
10
Properties=species:S:1:pos:R:3:mulliken_charge:R:1
C -1.22 -0.65 -0.08 -0.65
C 0.36 0.45 0.35 -0.17
O 0.19 1.72 -0.15 -0.47
S 1.80 -0.45 -0.45 -0.23
H -1.50 0.09 -0.93 0.20
H -1.93 -0.63 0.78 0.26
H -0.84 -1.65 -0.41 0.27
H 0.70 0.44 1.38 0.35
H 0.11 1.69 -1.10 0.33
H 2.34 -1.02 0.61 0.11
```

The lowest unoccupied orbital energy comes out at 0.826 eV. Its net charge is 0. For the energy above the lowest of the compared OMol25 structures with the same formula, charge and spin, the calculation gives 147.8 kJ/mol. Its HOMO-LUMO gap is 9.74 eV. The calculation puts the highest occupied orbital energy at -8.914 eV.

=====

Density functional theory data (ωB97M-V/def2-TZVPD) for a cluster of 6 separate species, C38H39Br3F43INO8S in total.

The geometry in XYZ format:
```
134
Properties=species:S:1:pos:R:3:mulliken_charge:R:1
C -1.40 4.47 -7.06 -1.28
C 0.16 4.19 -7.13 0.09
N 0.58 3.28 -5.99 0.35
C 0.07 1.87 -6.10 -0.63
C 0.21 1.08 -7.43 -0.60
Br -1.25 1.43 -8.74 -0.03
C 1.62 1.00 -8.11 0.22
C 1.73 1.59 -9.54 -1.69
Br 2.10 -0.93 -8.33 0.01
C 0.45 1.04 -4.80 -1.18
I -0.75 -0.70 -4.50 0.32
C 1.99 0.86 -4.79 -0.55
C 2.73 2.25 -4.86 -1.25
C 1.97 3.49 -5.47 -0.19
C 3.02 4.29 -6.32 -1.11
C 3.41 3.89 -7.74 -0.06
O 4.13 3.05 -8.05 -0.35
Br 2.74 5.02 -9.23 -0.14
S 1.81 4.69 -4.01 1.50
O 3.08 5.12 -3.52 -0.69
O 1.07 5.85 -4.46 -0.68
C 0.87 4.01 -2.57 0.57
F 1.39 2.90 -2.05 -0.21
F -0.45 3.87 -2.79 -0.20
F 0.97 4.94 -1.62 -0.18
H -1.89 3.96 -6.20 0.29
H -1.84 4.21 -8.04 0.35
H -1.60 5.55 -6.91 0.39
H 0.57 5.21 -7.00 0.61
H 0.40 3.77 -8.12 -0.23
H -0.03 3.66 -5.25 0.70
H -1.04 1.96 -5.98 0.53
H -0.03 0.03 -7.16 0.72
H 2.37 1.37 -7.39 0.01
H 1.27 0.84 -10.22 0.60
H 2.80 1.63 -9.84 0.40
H 1.18 2.53 -9.71 0.33
H 0.18 1.73 -3.96 0.63
H 2.32 0.20 -5.61 0.19
H 2.27 0.35 -3.85 0.52
H 3.64 2.09 -5.48 0.60
H 3.13 2.49 -3.86 0.74
H 3.96 4.30 -5.72 0.63
H 2.71 5.36 -6.33 0.88
C -0.81 0.19 1.28 -0.97
C 0.70 -0.06 1.47 0.89
C 1.52 -0.28 0.20 0.57
F 1.12 -1.36 -0.50 -0.23
F 2.82 -0.48 0.52 -0.29
F 0.86 -1.09 2.34 -0.20
F 1.20 1.04 2.08 -0.29
O -1.68 -0.94 1.45 -0.39
C -1.86 -1.77 0.35 0.65
C -1.34 -3.19 0.60 0.14
F -0.02 -3.18 0.90 -0.23
F -1.49 -3.94 -0.51 -0.27
F -1.33 -1.19 -0.74 -0.24
F -3.20 -1.83 0.14 -0.28
H -1.11 0.87 2.08 0.47
H -1.03 0.73 0.36 0.43
H 1.46 0.60 -0.45 -0.09
H -1.87 -3.66 1.43 0.30
C 3.66 4.91 2.18 -0.97
C 2.32 4.24 1.81 1.04
C 1.19 5.19 1.40 0.06
F 0.85 6.04 2.39 -0.23
F 0.07 4.48 1.10 -0.22
F 1.93 3.44 2.82 -0.24
F 2.57 3.42 0.75 -0.23
O 3.92 5.11 3.57 -0.41
C 3.41 6.25 4.18 0.77
C 2.39 5.92 5.26 0.19
F 1.35 5.22 4.76 -0.21
F 1.88 7.06 5.79 -0.27
F 2.92 7.10 3.25 -0.28
F 4.46 6.88 4.74 -0.30
H 4.43 4.21 1.86 0.47
H 3.84 5.82 1.60 0.35
H 1.47 5.77 0.52 0.22
H 2.84 5.33 6.06 0.27
C 3.15 -3.61 5.79 -0.84
C 1.81 -4.23 5.37 0.92
C 0.70 -3.24 4.99 0.57
F 0.36 -2.44 6.02 -0.24
F -0.42 -3.92 4.64 -0.25
F 1.39 -5.08 6.33 -0.30
F 2.06 -4.99 4.27 -0.35
O 3.39 -3.50 7.19 -0.42
C 2.89 -2.38 7.86 0.80
C 1.85 -2.75 8.91 0.16
F 0.81 -3.40 8.35 -0.19
F 1.36 -1.63 9.49 -0.26
F 2.44 -1.47 6.97 -0.27
F 3.95 -1.80 8.47 -0.31
H 3.92 -4.30 5.45 0.43
H 3.36 -2.68 5.27 0.38
H 1.00 -2.62 4.15 -0.12
H 2.28 -3.39 9.68 0.26
C -7.28 0.23 -0.30 -0.73
C -6.77 0.04 -1.75 0.81
C -5.26 -0.04 -1.92 0.43
F -4.63 1.09 -1.52 -0.21
F -4.95 -0.20 -3.24 -0.31
F -7.30 1.01 -2.53 -0.28
F -7.30 -1.13 -2.20 -0.33
O -7.61 1.55 0.10 -0.40
C -6.58 2.37 0.56 0.77
C -6.36 3.58 -0.34 0.18
F -6.05 3.21 -1.60 -0.20
F -5.32 4.32 0.11 -0.24
F -5.46 1.65 0.74 -0.25
F -6.96 2.80 1.78 -0.30
H -8.23 -0.31 -0.25 0.43
H -6.64 -0.27 0.43 0.36
H -4.84 -0.89 -1.37 0.05
H -7.25 4.21 -0.38 0.23
C -0.69 -8.51 4.25 -0.82
C -1.53 -7.81 5.34 0.84
C -0.80 -7.48 6.64 0.83
F -0.34 -8.58 7.27 -0.24
F -1.65 -6.87 7.50 -0.28
F -2.64 -8.54 5.58 -0.29
F -1.96 -6.63 4.80 -0.28
O -0.81 -9.92 4.15 -0.43
C -0.01 -10.70 4.99 0.80
C -0.85 -11.53 5.97 0.20
F -1.62 -10.74 6.75 -0.21
F -0.04 -12.24 6.79 -0.26
F 0.90 -9.94 5.61 -0.28
F 0.67 -11.55 4.18 -0.30
H -1.08 -8.15 3.30 0.44
H 0.35 -8.19 4.27 0.38
H 0.04 -6.80 6.46 -0.29
H -1.50 -12.22 5.44 0.25
```

The lowest unoccupied orbital energy comes out at -3.899 eV. Its net charge is +1. Its HOMO-LUMO gap is 8.67 eV. The calculation puts the highest occupied orbital energy at -12.567 eV.

=====

Density functional theory data (ωB97M-V/def2-TZVPD) for a cluster of 7 separate species, C4H21O7 in total.

The geometry in XYZ format:
```
32
Properties=species:S:1:pos:R:3:mulliken_charge:R:1
O -18.72 6.00 7.07 -0.23
H -18.99 5.08 6.96 0.38
H -19.21 6.50 6.41 0.44
H -18.78 6.33 7.97 0.36
C -17.50 5.87 11.21 -1.70
C -17.82 7.13 10.42 0.74
C -16.59 7.58 9.64 -1.32
O -19.04 7.14 9.65 -0.72
H -16.58 6.19 11.70 0.49
H -17.32 5.01 10.57 0.34
H -18.25 5.55 11.92 0.32
H -17.90 7.77 11.30 0.19
H -16.50 8.66 9.56 0.40
H -16.64 7.25 8.60 0.20
H -15.62 7.25 10.00 0.41
C -19.31 2.24 7.24 -0.62
O -19.74 3.38 6.62 -0.93
H -19.93 1.44 6.83 0.20
H -18.26 2.09 6.99 0.17
H -19.33 2.26 8.33 0.22
O -18.67 9.69 8.48 -0.69
H -18.46 8.95 9.06 0.23
H -18.11 9.56 7.72 0.29
O -20.39 4.27 9.95 -0.73
H -19.93 5.09 9.73 0.35
H -20.61 3.89 9.10 0.29
O -19.96 7.40 5.27 -0.62
H -19.95 7.13 4.35 0.28
H -20.22 8.32 5.24 0.29
O -21.63 8.59 8.62 -0.67
H -21.45 9.41 9.08 0.30
H -20.79 8.13 8.61 0.35
```

The lowest unoccupied orbital energy comes out at 2.345 eV. Its net charge is -1. For the energy above the lowest of the compared OMol25 structures with the same formula, charge and spin, the calculation gives 304.9 kJ/mol. Its HOMO-LUMO gap is 5.99 eV. The calculation puts the highest occupied orbital energy at -3.642 eV.

=====

Density functional theory data (ωB97M-V/def2-TZVPD) for a structure of composition C31H57CoN4O2P2.

The geometry in XYZ format:
```
97
Properties=species:S:1:pos:R:3:mulliken_charge:R:1
C -0.61 -2.42 -1.91 -0.23
C 1.57 -2.39 -1.01 0.52
C -0.38 -3.64 -2.56 -0.69
C 1.76 -3.73 -1.47 -1.01
C 0.81 -4.32 -2.30 -0.84
H -1.17 -4.01 -3.22 0.55
H 2.69 -4.23 -1.21 0.54
H 0.98 -5.31 -2.73 0.44
N 0.34 -1.80 -1.19 1.06
P -2.31 -0.74 -0.48 0.16
P 2.45 0.11 -0.17 1.01
C -1.98 -1.73 -2.01 -1.28
H -1.97 -1.06 -2.89 0.60
H -2.76 -2.48 -2.20 0.35
C -0.05 1.10 0.80 0.74
O -0.04 1.87 1.68 -0.57
C 2.60 -1.64 -0.39 -1.60
H 3.49 -2.18 -0.05 0.19
C 3.30 0.93 -1.68 2.07
C 3.54 0.44 1.38 2.36
C -3.65 0.57 -0.90 2.46
C -3.08 -2.13 0.59 2.49
C 2.86 2.40 -1.74 -1.30
H 3.05 2.94 -0.80 0.17
H 3.43 2.91 -2.53 0.56
H 1.79 2.49 -1.97 -0.19
C 4.82 0.81 -1.61 -2.01
H 5.26 1.37 -0.77 0.35
H 5.14 -0.24 -1.55 0.34
H 5.24 1.24 -2.53 0.57
C 2.84 0.23 -2.96 -1.35
H 3.42 0.63 -3.81 0.57
H 3.00 -0.85 -2.92 0.29
H 1.78 0.42 -3.17 0.00
C 3.82 1.94 1.53 -2.01
H 2.88 2.51 1.53 0.33
H 4.30 2.10 2.50 0.55
H 4.48 2.35 0.76 0.31
C 2.75 -0.01 2.60 -1.99
H 1.84 0.58 2.72 0.22
H 2.48 -1.07 2.55 0.22
H 3.38 0.14 3.50 0.73
C 4.85 -0.36 1.39 -1.86
H 5.54 -0.13 0.57 0.28
H 5.38 -0.12 2.33 0.54
H 4.67 -1.44 1.41 0.37
C -3.47 -1.55 1.96 -1.51
H -3.83 -2.38 2.59 0.51
H -2.62 -1.08 2.46 0.17
H -4.29 -0.82 1.89 0.17
C -2.03 -3.23 0.82 -1.50
H -1.80 -3.78 -0.10 0.27
H -1.09 -2.83 1.23 -0.19
H -2.43 -3.94 1.55 0.72
C -4.29 -2.83 -0.06 -1.69
H -4.45 -3.79 0.47 0.52
H -5.22 -2.27 0.04 0.43
H -4.14 -3.08 -1.12 0.12
C -3.68 0.82 -2.41 -1.53
H -4.00 -0.07 -2.97 0.30
H -4.42 1.61 -2.61 0.66
H -2.72 1.17 -2.79 -0.18
C -3.25 1.86 -0.15 -1.64
H -2.31 2.28 -0.53 0.13
H -4.04 2.60 -0.30 0.54
H -3.14 1.69 0.93 0.31
C -5.08 0.20 -0.49 -1.99
H -5.45 -0.68 -1.03 0.37
H -5.20 0.05 0.59 0.33
H -5.73 1.04 -0.76 0.54
Co -0.06 -0.03 -0.49 -0.02
N -0.30 1.09 -2.02 -0.39
C -0.40 1.69 -3.02 0.19
C -0.40 2.60 -4.23 1.91
C 0.76 2.19 -5.15 -1.56
C -1.71 2.50 -5.02 -1.81
C -0.21 4.04 -3.76 -1.56
H 1.73 2.36 -4.67 0.24
H 0.67 1.14 -5.46 0.37
H 0.74 2.80 -6.06 0.48
H -2.56 2.91 -4.44 0.40
H -1.63 3.08 -5.94 0.46
H -1.93 1.46 -5.31 0.36
H -0.22 4.72 -4.62 0.42
H -1.02 4.35 -3.09 0.37
H 0.76 4.17 -3.25 0.34
C 0.02 -2.74 5.67 -0.99
N 0.14 -2.63 4.24 -0.28
C -0.12 -1.54 3.47 0.27
N -0.73 -0.45 4.06 -0.24
O 0.14 -1.56 2.25 -0.34
H -0.44 -1.84 6.11 0.35
H 1.01 -2.88 6.13 0.29
H -0.62 -3.60 5.93 0.30
H 0.62 -3.37 3.73 0.25
H -0.70 0.40 3.52 0.13
H -0.67 -0.35 5.07 0.19
```

The lowest unoccupied orbital energy (alpha / beta) comes out at -1.707 / -3.967 eV. Its net charge is +1. For the energy above the lowest of the compared OMol25 structures with the same formula, charge and spin, the calculation gives 0.0 kJ/mol. Its multiplicity is 4. Its HOMO-LUMO gap (alpha / beta) is 6.99 / 6.68 eV. The calculation puts the highest occupied orbital energy (alpha / beta) at -8.696 / -10.643 eV.

=====

Density functional theory data (ωB97M-V/def2-TZVPD) for a cluster of 3 separate species, C15H20O11 in total.

The geometry in XYZ format:
```
46
Properties=species:S:1:pos:R:3:mulliken_charge:R:1
C 2.16 -2.87 0.15 -1.44
C 1.13 -2.05 -0.64 0.46
O 1.44 -0.69 -0.82 -0.46
C 1.68 0.05 0.36 -0.69
C 0.69 -0.21 1.48 -0.59
O -0.65 -0.19 1.02 -0.27
C -1.48 -1.09 1.71 -0.72
C -2.74 -1.22 0.91 0.48
C -3.45 -0.18 0.51 -0.22
C -4.58 -0.72 -0.31 0.32
O -5.40 -0.12 -0.96 -0.51
O -4.52 -2.09 -0.24 -0.31
C -3.35 -2.46 0.40 0.12
O -2.97 -3.61 0.46 -0.52
H 1.68 -3.42 0.94 0.35
H 2.97 -2.28 0.54 0.36
H 2.61 -3.61 -0.50 0.38
H 1.08 -2.47 -1.64 0.52
H 0.14 -2.19 -0.23 -0.26
H 2.68 -0.16 0.72 0.32
H 1.65 1.09 0.09 0.36
H 0.95 -1.13 1.98 0.37
H 0.81 0.60 2.19 0.38
H -1.00 -2.05 1.81 0.45
H -1.70 -0.70 2.70 0.44
H -3.25 0.85 0.71 0.61
O 0.83 3.17 1.17 -0.52
C 0.00 3.35 1.99 0.71
O -1.06 4.18 1.84 -0.33
C -1.96 3.97 2.93 -0.25
C -1.04 3.39 3.99 -0.33
O -0.03 2.76 3.21 -0.34
H -2.43 4.90 3.23 0.31
H -2.73 3.26 2.62 0.17
H -0.58 4.17 4.61 0.28
H -1.53 2.67 4.64 0.30
O 4.41 -2.00 -4.76 -0.53
C 3.52 -1.25 -4.58 0.69
O 3.67 0.05 -4.23 -0.35
C 2.39 0.70 -4.33 -0.36
C 1.44 -0.47 -4.19 0.42
O 2.21 -1.56 -4.70 -0.36
H 2.28 1.44 -3.54 0.30
H 2.32 1.19 -5.30 0.26
H 1.19 -0.67 -3.15 -0.36
H 0.52 -0.34 -4.76 0.33
```

The lowest unoccupied orbital energy comes out at -1.212 eV. Its net charge is 0. Its HOMO-LUMO gap is 8.72 eV. The calculation puts the highest occupied orbital energy at -9.937 eV.